Model A:
C3H3NO2 | the ωB97M-V functional and the def2-TZVPD basis

M ... 85.06 g/mol
E_LUMO ... 0.3 eV
HOMO ... -0.3236 hartree
Multiplicity ... 1
Gap between HOMO and LUMO ... 9.085 eV

CARTESIAN COORDINATES (ANGSTROEM)
C -1.15 0.11 -0.14
C -0.37 1.21 -0.02
C 0.81 -1.28 0.04
N -0.44 -1.17 0.08
O 1.01 1.12 0.16
O 1.58 -0.21 -0.23
H -2.25 -0.02 -0.33
H -0.70 2.28 0.21
H 1.52 -2.04 0.24

natural (NBO) population analysis, charges in e, atoms 1 to 6: -0.1597, 0.0924, 0.3706, -0.4748, -0.2295, -0.2554

Model B:
C3H3NO2 | the ωB97M-V functional and the def2-TZVPD basis

M ... 85.06 g/mol
E_LUMO ... 0.3 eV
HOMO ... -0.3724 hartree
Multiplicity ... 1
Gap between HOMO and LUMO ... 10.389 eV

CARTESIAN COORDINATES (ANGSTROEM)
O 0.34 -0.46 1.45
C -1.12 0.59 0.07
O -0.01 1.07 -0.62
C 0.78 -0.14 -0.85
C 0.04 -0.76 0.32
N -1.37 -0.67 0.03
H -1.63 1.34 0.67
H 0.61 -0.56 -1.85
H 1.83 0.05 -0.64

natural (NBO) population analysis, charges in e, atoms 1 to 6: -0.5080, 0.4355, -0.4700, -0.1773, 0.6128, -0.5394

Model C:
C3H3NO2 | the ωB97M-V functional and the def2-TZVPD basis

M ... 85.06 g/mol
E_LUMO ... 0.9 eV
HOMO ... -0.2980 hartree
Multiplicity ... 1
Gap between HOMO and LUMO ... 9.039 eV

CARTESIAN COORDINATES (ANGSTROEM)
O -0.31 1.71 -0.12
C -0.43 0.72 0.70
C -0.45 0.00 1.75
O 0.64 -0.55 1.11
C 0.63 -1.03 -1.70
N 0.08 -0.15 -2.20
H -0.40 1.37 -1.04
H -0.90 -0.21 2.72
H 1.14 -1.84 -1.22

natural (NBO) population analysis, charges in e, atoms 1 to 6: -0.6260, 0.4834, 0.0273, -0.6345, 0.1704, -0.4157

Most stable pick: model B. Distance to second place: 1.086 eV.

Model A:
CHBr2IO2S | the ωB97M-V functional and the def2-TZVPD basis

M ... 363.80 g/mol
E_LUMO ... -1.1 eV
HOMO ... -0.3799 hartree
Multiplicity ... 1
Gap between HOMO and LUMO ... 9.196 eV

CARTESIAN COORDINATES (ANGSTROEM)
C -0.51 0.46 0.53
O -0.76 -0.93 -1.55
O 0.98 -1.50 0.19
S 0.25 -0.62 -0.62
Br -2.04 -0.43 1.25
Br 0.95 0.71 1.96
I 1.73 0.92 -1.76
H -0.61 1.39 0.00

natural (NBO) population analysis, charges in e, atoms 1 to 6: -0.6344, -0.8894, -0.8847, 2.0020, 0.1625, 0.0511

Model B:
CHBr2IO2S | the ωB97M-V functional and the def2-TZVPD basis

M ... 363.80 g/mol
E_LUMO (spin up / spin down) ... -3.3 / -2.2 eV
HOMO (spin up / spin down) ... -0.3600 / -0.3723 hartree
Multiplicity ... 1
Gap between HOMO and LUMO (spin up / spin down) ... 6.515 / 7.898 eV

CARTESIAN COORDINATES (ANGSTROEM)
C -0.09 -0.91 -2.02
O -0.34 -0.20 -2.95
O 0.66 2.85 1.34
S 1.36 1.81 2.12
Br -1.92 -1.31 1.03
Br 1.34 -0.89 -0.84
I -0.34 0.44 3.10
H -0.67 -1.78 -1.78

natural (NBO) population analysis, charges in e, atoms 1 to 6: 0.3119, -0.4732, -0.7368, 0.8323, -0.2316, 0.0130

Most stable pick: model A. Distance to second place: 0.665 eV.

Model A:
C3H4N2O | the ωB97M-V functional and the def2-TZVPD basis

M ... 84.08 g/mol
E_LUMO ... 0.5 eV
HOMO ... -0.3423 hartree
Multiplicity ... 1
Gap between HOMO and LUMO ... 9.798 eV

CARTESIAN COORDINATES (ANGSTROEM)
N -0.47 -1.66 -0.12
C -0.45 -0.27 0.02
C -1.15 0.81 0.22
O 0.16 2.21 0.07
N 1.23 1.59 -0.19
C 1.25 0.33 -0.28
H 0.44 -2.04 0.10
H -1.20 -2.21 0.30
H -1.98 1.47 0.42
H 2.17 -0.25 -0.53

natural (NBO) population analysis, charges in e, atoms 1 to 6: -0.8067, 0.0778, -0.1079, -0.3355, -0.0168, -0.0543

Model B:
C3H4N2O | the ωB97M-V functional and the def2-TZVPD basis

M ... 84.08 g/mol
E_LUMO ... 0.8 eV
HOMO ... -0.3077 hartree
Multiplicity ... 1
Gap between HOMO and LUMO ... 9.201 eV

CARTESIAN COORDINATES (ANGSTROEM)
O -0.62 -2.06 -0.33
C -0.36 -0.76 -0.15
N -0.60 0.14 -1.05
C 0.01 1.28 -0.58
C 0.54 1.07 0.67
N 0.28 -0.27 0.93
H -1.04 -2.07 -1.20
H 0.23 1.82 -1.47
H 1.05 1.66 1.43
H 0.50 -0.82 1.75

natural (NBO) population analysis, charges in e, atoms 1 to 6: -0.6608, 0.6177, -0.5400, -0.1091, -0.1300, -0.5531

Most stable pick: model B. Distance to second place: 4.450 eV.

Model A:
C3H4N2O | the ωB97M-V functional and the def2-TZVPD basis

M ... 84.08 g/mol
E_LUMO ... -0.2 eV
HOMO ... -0.3425 hartree
Multiplicity ... 1
Gap between HOMO and LUMO ... 9.099 eV

CARTESIAN COORDINATES (ANGSTROEM)
N -1.00 -0.98 0.29
C -0.50 -0.45 1.31
O 0.30 0.69 1.21
C 0.12 1.62 0.28
C 1.30 0.13 -1.90
N 2.28 0.63 -2.25
H -1.56 -1.80 0.54
H -0.55 -0.78 2.35
H -0.80 1.29 -0.28
H 0.40 -0.34 -1.55

natural (NBO) population analysis, charges in e, atoms 1 to 6: -0.6663, 0.3975, -0.5082, 0.1715, 0.0428, -0.2951

Model B:
C3H4N2O | the ωB97M-V functional and the def2-TZVPD basis

M ... 84.08 g/mol
E_LUMO (spin up / spin down) ... -0.2 / -0.2 eV
HOMO (spin up / spin down) ... -0.3091 / -0.3090 hartree
Multiplicity ... 1
Gap between HOMO and LUMO (spin up / spin down) ... 8.198 / 8.195 eV

CARTESIAN COORDINATES (ANGSTROEM)
O -1.57 0.75 -0.17
C -0.75 -0.31 0.40
C 0.36 0.46 0.73
C 1.34 0.14 -0.19
N 0.98 -0.93 -0.91
N -0.27 -1.19 -0.57
H -2.01 1.21 0.55
H 0.29 1.29 1.42
H 2.26 0.67 -0.40
H -0.63 -2.09 -0.87

natural (NBO) population analysis, charges in e, atoms 1 to 6: -0.7000, 0.2046, -0.1933, -0.1147, -0.1806, -0.3292

Model C:
C3H4N2O | the ωB97M-V functional and the def2-TZVPD basis

M ... 84.08 g/mol
E_LUMO ... -0.9 eV
HOMO ... -0.3166 hartree
Multiplicity ... 1
Gap between HOMO and LUMO ... 7.715 eV

CARTESIAN COORDINATES (ANGSTROEM)
O -1.50 -0.25 0.98
C 0.66 0.34 0.96
C 0.88 0.93 -0.25
N 0.30 0.15 -1.27
N -0.35 -0.86 -0.94
C -0.26 -0.80 0.55
H -1.30 0.08 1.87
H 1.35 1.86 -0.54
H 0.34 0.37 -2.27
H -0.12 -1.82 0.92

natural (NBO) population analysis, charges in e, atoms 1 to 6: -0.6767, -0.1688, -0.2878, -0.1540, -0.0919, 0.0622

Most stable pick: model B. Distance to second place: 0.987 eV.

Model A:
C3H4N2O | the ωB97M-V functional and the def2-TZVPD basis

M ... 84.08 g/mol
E_LUMO ... 0.5 eV
HOMO ... -0.3519 hartree
Multiplicity ... 1
Gap between HOMO and LUMO ... 10.117 eV

CARTESIAN COORDINATES (ANGSTROEM)
N 1.64 0.06 -0.28
C 0.94 -1.12 -0.30
C 0.25 -2.11 -0.31
O -3.47 1.55 0.36
N -2.27 1.50 0.22
C -1.12 1.48 0.08
H 2.10 0.25 -1.17
H 2.32 0.09 0.47
H -0.34 -2.99 -0.32
H -0.07 1.29 -0.03

natural (NBO) population analysis, charges in e, atoms 1 to 6: -0.8516, 0.1301, -0.2957, -0.4266, 0.1970, -0.0620

Model B:
C3H4N2O | the ωB97M-V functional and the def2-TZVPD basis

M ... 84.08 g/mol
E_LUMO ... 0.7 eV
HOMO ... -0.3449 hartree
Multiplicity ... 1
Gap between HOMO and LUMO ... 10.052 eV

CARTESIAN COORDINATES (ANGSTROEM)
O 2.06 -0.25 0.26
C 1.22 -1.08 -0.30
C 0.44 -1.85 -0.82
N -1.99 0.36 0.69
C -0.99 1.02 0.50
N 0.05 1.69 0.47
H 1.56 0.57 0.49
H -0.20 -2.55 -1.29
H -2.17 -0.44 0.09
H 0.04 2.53 -0.09

natural (NBO) population analysis, charges in e, atoms 1 to 6: -0.6730, 0.3308, -0.4503, -0.6807, 0.6866, -0.8012

Model C:
C3H4N2O | the ωB97M-V functional and the def2-TZVPD basis

M ... 84.08 g/mol
E_LUMO ... -0.2 eV
HOMO ... -0.2794 hartree
Multiplicity ... 1
Gap between HOMO and LUMO ... 7.398 eV

CARTESIAN COORDINATES (ANGSTROEM)
C 0.64 0.89 0.35
C 0.46 -0.47 -0.09
O 1.39 -1.32 -0.50
N -0.85 -0.57 -0.25
C -1.16 0.91 0.17
N -2.11 1.58 0.33
H 1.01 -2.08 -0.97
H -1.41 -1.42 -0.29
H 0.67 0.99 1.43
H 1.36 1.50 -0.18

natural (NBO) population analysis, charges in e, atoms 1 to 6: -0.6243, 0.6517, -0.6116, -0.5984, 0.3008, -0.5254

Most stable pick: model B. Distance to second place: 0.723 eV.

Model A:
C3H4N2O | the ωB97M-V functional and the def2-TZVPD basis

M ... 84.08 g/mol
E_LUMO ... 0.8 eV
HOMO ... -0.3707 hartree
Multiplicity ... 1
Gap between HOMO and LUMO ... 10.877 eV

CARTESIAN COORDINATES (ANGSTROEM)
C 2.92 0.12 -0.19
C 1.55 -0.12 -0.57
C 0.43 -0.10 0.46
N 3.89 0.35 0.35
N -0.92 0.17 0.22
O 1.04 -1.32 0.05
H 1.30 0.02 -1.69
H 0.84 0.21 1.37
H -1.30 -0.32 -0.54
H -1.36 0.15 1.17

natural (NBO) population analysis, charges in e, atoms 1 to 6: 0.2403, -0.0885, 0.2502, -0.2861, -0.8320, -0.4754

Model B:
C3H4N2O | the ωB97M-V functional and the def2-TZVPD basis

M ... 84.08 g/mol
E_LUMO ... 0.8 eV
HOMO ... -0.3097 hartree
Multiplicity ... 1
Gap between HOMO and LUMO ... 9.257 eV

CARTESIAN COORDINATES (ANGSTROEM)
O -1.36 0.98 -1.52
C -0.59 0.27 -0.67
C -0.13 0.66 0.56
N 0.68 -0.39 0.97
C 0.64 -1.32 -0.01
N -0.13 -0.96 -1.01
H -1.18 1.91 -1.32
H -0.39 1.49 1.20
H 1.29 -0.38 1.77
H 1.20 -2.24 0.05

natural (NBO) population analysis, charges in e, atoms 1 to 6: -0.6576, 0.3878, -0.2271, -0.5152, 0.1764, -0.4734

Most stable pick: model B. Distance to second place: 1.815 eV.